Here is a cluster of 2 separate species, C5H12N in total at a distorted geometry from the Open Molecules 2025 dataset. Energies are from ωB97M-V/def2-TZVPD.

XYZ file:
```
18
C5H12N ωB97M-V/def2-TZVPD
C 0.7238 2.1783 -0.5400
C 0.4168 0.9371 -0.2487
C 0.3953 -1.1139 2.8454
C 0.1363 -1.1455 -1.6229
C -0.3395 0.1677 -1.2030
N -1.5137 0.6593 -1.5400
H 1.2120 2.9199 0.1017
H 0.3655 2.5803 -1.4158
H -0.4206 -1.7035 3.2803
H -0.0285 -0.4979 2.1635
H 0.7853 -0.6020 3.6347
H 1.2050 -1.1481 -1.7619
H -0.4059 -1.4359 -2.5482
H -0.0409 -1.9542 -0.9484
H 0.5494 0.4624 0.7769
H -2.1288 0.0525 -2.2640
H -1.9787 1.4568 -1.2685
H 1.0671 -1.8135 2.5589
```

Properties
- LUMO: -4.93 eV
- HOMO energy: -15.3 eV
- Orbital gap: 0.3828 Ha
- Relative energy (zero: lowest compared OMol25 entry of this formula, charge and spin): 54.78 kcal per mole
- E: -6861.18301 eV
- Charge: +1